No. 1
A structure of composition C29H30F4N4PSZr at a distorted geometry, computed with ωB97M-V/def2-TZVPD.

Properties
* HOMO energy: -10.35 eV
* lowest unoccupied orbital energy: -3.251 eV
* ΔE to the lowest compared entry with this formula, charge and spin: 0.0 kJ/mol
* charge: +1

CARTESIAN COORDINATES (ANGSTROEM)
Zr  0.3894  -0.1371  -0.1221
C  1.8674  -3.1320  -3.3246
C  1.7105  -2.2332  -2.1083
N  0.5507  -1.2921  -2.1413
C  0.6032  -0.3907  -3.3207
C  1.8609  0.4608  -3.3292
C  -0.7555  -2.0238  -2.1274
C  -0.8872  -2.8807  -0.8759
N  -0.4582  -2.0770  0.2662
C  -0.5078  -2.5752  1.5409
C  -0.2534  -1.6640  2.5693
F  -0.0060  -0.3592  2.1496
C  -0.2264  -1.9571  3.9086
F  0.0315  -0.9868  4.7865
C  -0.4605  -3.2544  4.3222
C  -0.7084  -4.1941  3.3393
F  -0.9306  -5.4606  3.6861
C  -0.7270  -3.8826  1.9887
F  -0.9627  -4.8686  1.1065
H  2.7216  -3.7896  -3.1649
H  2.0584  -2.5654  -4.2353
H  0.9968  -3.7665  -3.4867
H  2.6134  -1.6354  -1.9736
H  1.6024  -2.8393  -1.2095
H  -0.2800  0.2443  -3.2603
H  0.5269  -0.9805  -4.2381
H  2.0069  0.9681  -2.3660
H  1.7773  1.2422  -4.0830
H  2.7588  -0.1164  -3.5482
H  -0.8491  -2.6304  -3.0310
H  -1.5335  -1.2608  -2.1429
H  -0.2899  -3.7915  -0.9737
H  -1.9288  -3.1990  -0.7848
H  -0.4492  -3.5232  5.3677
N  3.0117  2.1146  0.5584
P  1.3328  2.3687  0.2363
C  1.3709  3.7310  -0.9488
C  0.7640  3.6459  -2.1964
C  0.8634  4.7065  -3.0864
C  1.5638  5.8497  -2.7342
C  2.1585  5.9469  -1.4820
C  2.0556  4.8946  -0.5892
C  0.7167  3.0990  1.7712
C  1.2420  2.6848  2.9934
C  0.7029  3.1640  4.1768
C  -0.3658  4.0492  4.1430
C  -0.8980  4.4541  2.9268
C  -0.3619  3.9790  1.7399
C  3.5087  0.8533  0.7309
C  4.8746  0.6485  0.9895
C  5.3302  -0.6233  1.2171
C  4.4399  -1.7034  1.1985
C  3.1294  -1.4340  0.9186
N  2.6565  -0.1889  0.6649
H  3.6792  2.8652  0.6630
H  0.1847  2.7687  -2.4507
H  0.3807  4.6435  -4.0527
H  1.6345  6.6748  -3.4305
H  2.6885  6.8460  -1.1980
H  2.4876  4.9901  0.4016
H  2.0750  1.9916  3.0282
H  1.1166  2.8440  5.1238
H  -0.7855  4.4223  5.0677
H  -1.7336  5.1404  2.8998
H  -0.7856  4.2864  0.7920
H  5.5424  1.4988  1.0177
H  6.3801  -0.7884  1.4204
H  4.7657  -2.7119  1.4027
H  2.3829  -2.2216  0.8998
S  -1.2986  1.2678  -0.7033

No. 2
A structure of composition C40H38AsCsF6O2S5 at a distorted geometry, computed with ωB97M-V/def2-TZVPD.

Properties
* HOMO energy (alpha / beta): -10.29 / -10.29 eV
* lowest unoccupied orbital energy (alpha / beta): -2.268 / -5.904 eV
* multiplicity: 2
* ΔE to the lowest compared entry with this formula, charge and spin: 133.6 kJ/mol
* charge: +1

CARTESIAN COORDINATES (ANGSTROEM)
Cs  -2.2055  -1.4198  1.8704
C  -0.6330  -5.6862  3.2659
C  -1.3845  -6.4815  2.2084
S  -1.9734  -5.3435  0.9052
C  -1.9989  -6.4492  -0.5477
C  -0.5488  -6.4916  -1.0289
S  0.0726  -4.7626  -0.8534
C  1.6323  -4.8672  0.0621
C  1.5512  -5.3607  1.4995
S  0.4288  -4.3776  2.5550
H  -0.0548  -6.3561  3.9020
H  -1.3434  -5.1554  3.9015
H  -2.2592  -6.9831  2.6221
H  -0.7489  -7.2417  1.7552
H  -2.6442  -5.9558  -1.2752
H  -2.4283  -7.4241  -0.3154
H  -0.4616  -6.8278  -2.0611
H  0.0625  -7.1422  -0.4047
H  2.0075  -3.8370  0.0630
H  2.3160  -5.5041  -0.5025
H  2.5627  -5.3106  1.9069
H  1.2469  -6.4061  1.5312
C  -5.7051  4.2227  -3.4504
C  -4.7466  3.2547  -2.8524
C  -4.1406  3.5180  -1.6274
C  -3.2416  2.6287  -1.0757
C  -2.9492  1.4554  -1.7501
C  -3.5656  1.1534  -2.9524
C  -4.4570  2.0601  -3.5018
S  -1.6828  0.3533  -1.1217
O  -1.7476  0.3839  0.3600
C  -0.2974  1.3682  -1.6514
C  -0.2014  1.5395  -3.0401
C  0.7833  2.3217  -3.5676
C  1.7154  2.9630  -2.7222
C  2.7360  3.7788  -3.2414
C  3.6468  4.3678  -2.4082
C  3.5670  4.1636  -1.0266
C  2.5826  3.3813  -0.4919
C  1.6321  2.7602  -1.3244
C  0.6081  1.9277  -0.7945
C  0.5853  1.7034  0.6562
C  0.0881  2.7125  1.5256
C  -0.4016  3.9394  1.0430
C  -0.9029  4.8806  1.9082
C  -0.9349  4.6334  3.2839
C  -0.4579  3.4484  3.7812
C  0.0646  2.4658  2.9201
C  0.5515  1.2444  3.4246
C  1.0428  0.2778  2.5887
C  1.0626  0.5120  1.2065
S  1.5401  -0.8430  0.1235
O  1.6455  -2.0253  0.9987
C  3.2176  -0.3127  -0.2548
C  3.5773  -0.2056  -1.5836
C  4.8536  0.2077  -1.9145
C  5.7778  0.5154  -0.9248
C  7.1382  1.0096  -1.2710
C  5.4038  0.3818  0.4089
C  4.1321  -0.0277  0.7477
H  -5.6113  5.2030  -2.9901
H  -6.7287  3.8780  -3.3074
H  -5.5352  4.3225  -4.5202
H  -4.3713  4.4353  -1.1079
H  -2.7657  2.8323  -0.1306
H  -3.3502  0.2233  -3.4562
H  -4.9335  1.8375  -4.4436
H  -0.9340  1.0758  -3.6833
H  0.8496  2.4749  -4.6333
H  2.7827  3.9314  -4.3084
H  4.4275  4.9961  -2.8101
H  4.2911  4.6327  -0.3775
H  2.5297  3.2313  0.5764
H  -0.3757  4.1318  -0.0212
H  -1.2755  5.8227  1.5311
H  -1.3367  5.3832  3.9488
H  -0.4797  3.2480  4.8424
H  0.5235  1.0813  4.4934
H  1.4028  -0.6721  2.9566
H  2.8570  -0.4334  -2.3547
H  5.1314  0.3023  -2.9529
H  7.3710  0.8226  -2.3160
H  7.8958  0.5311  -0.6529
H  7.2002  2.0854  -1.0958
H  6.1201  0.6083  1.1856
H  3.8405  -0.1274  1.7804
F  -4.1902  -2.9720  2.1820
As  -5.0888  -1.7958  3.2181
F  -4.6332  -0.5435  2.0358
F  -6.5530  -2.1236  2.3291
F  -5.8651  -0.6048  4.2276
F  -5.4018  -3.0851  4.3588
F  -3.5097  -1.4689  4.0084

No. 3
A structure of composition C18H30N4OS6Si2TeW at a distorted geometry, computed with ωB97M-V/def2-TZVPD.

Properties
* HOMO energy (alpha / beta): 0.16 / -0.09 eV
* lowest unoccupied orbital energy (alpha / beta): 4.159 / 4.151 eV
* multiplicity: 3
* ΔE to the lowest compared entry with this formula, charge and spin: 18.9 kJ/mol
* charge: -2

CARTESIAN COORDINATES (ANGSTROEM)
W  0.8358  -0.2133  0.0063
N  1.6160  1.8193  -4.1747
C  1.1794  1.1816  -3.0851
S  2.0797  -0.0146  -2.2976
N  0.0245  1.5191  -2.5671
N  -0.3604  0.6975  -1.5353
C  -1.6839  0.5533  -1.5064
C  -2.2072  -0.4264  -0.5855
C  -3.5707  -0.7377  -0.5055
C  -4.0239  -1.6195  0.4819
C  -3.0749  -2.1132  1.3594
C  -1.7214  -1.7255  1.2420
N  -1.2618  -0.9862  0.2299
H  2.4206  1.4476  -4.6453
H  0.8564  2.2370  -4.7261
H  -2.3899  1.0909  -2.1487
H  -4.2392  -0.2309  -1.1966
H  -5.0751  -1.8377  0.5360
H  -3.3240  -2.7164  2.2128
H  -1.0408  -2.0636  2.0283
S  2.7016  -1.3711  -0.1710
S  2.6625  -3.0663  1.1439
S  0.8636  -3.5337  1.5526
S  0.5656  0.0530  2.4233
Te  -0.6983  1.7576  1.5502
C  -1.9794  1.2314  3.1962
C  -3.2743  0.8628  2.9807
C  -3.9403  0.5140  4.2220
C  -3.1100  0.6547  5.2801
S  -1.5092  1.1532  4.8931
H  -3.7279  0.7751  2.0043
H  -4.9678  0.1935  4.2733
H  -3.3705  0.5148  6.3206
C  2.5233  2.8389  3.0718
Si  2.4171  3.2180  1.2385
C  0.9935  4.3932  0.8921
C  4.0279  3.8932  0.5535
C  2.0391  1.7162  0.0691
H  3.4695  3.2564  3.5185
H  2.4526  1.7525  3.2337
H  1.6608  3.2882  3.5844
H  1.4391  5.2738  0.3687
H  0.5359  4.7964  1.8178
H  0.1653  3.9994  0.2751
H  4.3835  4.7405  1.2152
H  3.8995  4.2726  -0.4720
H  4.7917  3.0891  0.5193
H  3.0648  1.4350  -0.1856
H  1.6654  2.3225  -0.7589
C  2.0862  -3.9798  -2.5213
Si  0.3937  -3.3319  -2.4235
C  -0.8760  -4.5968  -1.9139
C  -0.0381  -2.4243  -3.9837
O  0.1037  -2.3601  -1.2129
H  2.2816  -4.5412  -3.4608
H  2.3498  -4.6007  -1.6327
H  2.7554  -3.0763  -2.5090
H  -1.0342  -5.5404  -2.4602
H  -1.8369  -4.0672  -1.8466
H  -0.5619  -4.8465  -0.8615
H  -0.3324  -3.0339  -4.8494
H  0.7761  -1.7483  -4.3450
H  -0.8512  -1.7387  -3.7127

No. 4
A cluster of 2 separate species, C6H14N2O2 in total at a distorted geometry, computed with ωB97M-V/def2-TZVPD.

Properties
* HOMO energy: -9.55 eV
* lowest unoccupied orbital energy: 0.580 eV
* structure (SMILES): CNC(C)=O.CNC(C)=O
* ΔE to the lowest compared entry with this formula, charge and spin: 57.4 kJ/mol

CARTESIAN COORDINATES (ANGSTROEM)
C  2.9405  0.4703  -0.0822
C  0.4162  -2.3164  0.3644
C  1.8151  -0.4982  -0.4063
O  1.3264  -0.5234  -1.5232
N  1.5509  -1.4461  0.5231
H  3.3513  0.3095  0.9163
H  1.8937  -1.2169  1.4404
H  -0.5234  -1.7784  0.2198
H  3.6351  0.3685  -0.9092
H  2.6127  1.5123  -0.0998
H  0.5391  -2.8952  -0.5496
H  0.3310  -2.9412  1.2440
C  -1.5850  0.8832  1.7998
C  -1.6323  1.0035  -1.9510
C  -2.0713  0.6259  -0.5760
O  -3.0191  -0.1028  -0.3526
N  -1.2669  1.1178  0.4124
H  -0.5597  1.7847  0.1237
H  -2.2350  1.6674  2.1848
H  -1.4497  2.0730  -2.0706
H  -2.2448  0.0120  1.7965
H  -0.7370  0.6318  2.4197
H  -0.7056  0.4965  -2.2202
H  -2.3821  0.7622  -2.7042

No. 5
A cluster of 14 separate species, C56H149N9O19 in total at a distorted geometry, computed with ωB97M-V/def2-TZVPD.

Properties
* HOMO energy: -7.85 eV
* lowest unoccupied orbital energy: 0.454 eV
* ΔE to the lowest compared entry with this formula, charge and spin: 0.0 kJ/mol

CARTESIAN COORDINATES (ANGSTROEM)
C  1.8444  4.6820  7.3491
C  2.2392  5.3678  6.0150
C  3.3411  6.5328  6.2568
O  4.5985  5.9714  6.6566
C  5.7165  6.9363  6.7269
N  2.4825  4.4219  4.9953
H  1.0513  5.2921  7.7813
H  2.7310  4.5862  7.9760
H  1.4797  3.6668  7.1923
H  1.3242  5.7863  5.5957
H  2.8978  7.2725  6.9235
H  3.5419  7.0280  5.3068
H  6.5740  6.2678  6.8034
H  5.6802  7.5914  7.5974
H  5.7390  7.5215  5.8076
H  1.7032  3.7813  4.9470
H  3.3160  3.8558  5.0660
C  -2.5290  6.4700  0.5989
C  -3.8573  6.5745  1.3406
C  -5.0245  6.2008  0.3864
O  -5.0101  7.1514  -0.8073
C  -5.8709  6.7993  -1.9082
N  -3.7688  5.7377  2.6175
H  -1.7067  6.7078  1.2738
H  -2.4902  7.3014  -0.1049
H  -2.2857  5.4762  0.2231
H  -4.0325  7.6009  1.6629
H  -5.9373  6.1846  0.9819
H  -4.7734  5.1847  0.0820
H  -6.8915  6.7174  -1.5346
H  -5.6015  5.8221  -2.3091
H  -6.0071  7.4803  -2.7483
H  -2.8298  5.8302  2.9777
H  -3.8881  4.7629  2.3814
C  -0.5562  -1.6859  3.4454
C  -0.8114  -2.4714  4.7718
C  -1.2518  -1.4020  5.8355
O  -0.3619  -0.2383  5.9655
C  -0.3501  0.5689  7.2130
N  -1.8418  -3.4530  4.5552
H  -0.2157  -2.3970  2.6928
H  0.1748  -0.8773  3.4475
H  -1.5603  -1.4148  3.1191
H  0.1785  -2.8666  4.9998
H  -1.2498  -1.9361  6.7856
H  -2.2572  -1.1368  5.5083
H  0.6220  0.9658  7.5056
H  -0.7444  -0.0095  8.0486
H  -1.0292  1.3939  6.9979
H  -2.2855  -3.6408  5.4429
H  -2.6258  -3.3004  3.9369
C  7.2605  1.4328  5.3079
C  6.5220  2.8132  5.3289
C  5.8805  3.1998  3.9288
O  6.8649  3.3041  2.9585
C  7.6806  4.4082  2.9698
N  5.3669  2.7084  6.1506
H  6.7464  0.5839  4.8572
H  7.5731  1.0676  6.2862
H  8.1651  1.5587  4.7130
H  7.1996  3.6075  5.6421
H  5.1768  4.0316  3.8984
H  5.2205  2.4031  3.5857
H  6.9574  5.1922  2.7453
H  8.3368  4.3614  2.1007
H  8.2467  4.3822  3.9009
H  5.5018  2.3193  7.0728
H  5.1120  3.6562  6.3886
C  -1.4598  -4.7690  0.5069
O  -0.7388  -5.8657  1.0529
C  -0.4472  -5.7875  2.4440
C  0.4578  -6.9558  2.7147
N  0.8411  -7.2133  4.1044
C  0.7923  -6.0653  5.0686
C  0.9604  -6.5626  6.5878
O  -0.0171  -7.4747  6.8122
C  -0.0033  -8.0584  8.1061
H  -0.7228  -4.0012  0.2713
H  -2.2655  -4.3932  1.1374
H  -1.9483  -5.2071  -0.3634
H  -1.3818  -5.7664  3.0044
H  0.0457  -4.8555  2.7208
H  1.3830  -6.8813  2.1432
H  0.0141  -7.8620  2.3025
H  0.6335  -8.0647  4.6064
H  -0.1788  -5.5744  5.0038
H  1.5428  -5.2981  4.8785
H  1.0256  -5.7536  7.3154
H  1.9494  -7.0188  6.6309
H  -0.3644  -7.2672  8.7632
H  0.8894  -8.6507  8.3070
H  -0.7893  -8.8069  8.2058
C  -0.4188  2.0016  -4.0057
O  -1.5020  1.7479  -4.8589
C  -1.0465  0.9131  -5.9270
C  -2.2513  0.5846  -6.8747
N  -3.3371  -0.2534  -6.4489
C  -4.2934  -0.5551  -7.5179
C  -4.9497  0.7045  -8.0585
O  -5.9862  1.2802  -7.2088
C  -6.9269  2.0663  -7.8747
H  0.1230  1.0879  -3.7616
H  -0.6124  2.7595  -3.2466
H  0.2310  2.6766  -4.5627
H  -0.6111  -0.0106  -5.5460
H  -0.2562  1.3837  -6.5119
H  -1.7643  -0.0029  -7.6530
H  -2.6435  1.5014  -7.3147
H  -3.6835  0.2012  -5.6163
H  -5.0613  -1.3021  -7.3173
H  -3.7001  -1.0646  -8.2772
H  -5.3135  0.4124  -9.0436
H  -4.2115  1.4629  -8.3192
H  -7.7685  2.0901  -7.1824
H  -7.2474  1.8366  -8.8908
H  -6.5518  3.0550  -8.1390
C  -4.3424  -4.8439  -1.9618
O  -3.5664  -3.6596  -2.2004
C  -4.3503  -2.5530  -2.6097
C  -5.1279  -2.6544  -3.8788
N  -6.2243  -3.5276  -3.6793
C  -7.1657  -3.3580  -4.7505
C  -8.3028  -4.3784  -4.6325
O  -9.4994  -3.8973  -3.9557
C  -10.2653  -4.9619  -3.4335
H  -3.5525  -5.4967  -1.5901
H  -4.8067  -5.2551  -2.8581
H  -4.9454  -4.6423  -1.0764
H  -3.7553  -1.6580  -2.7916
H  -4.9763  -2.4136  -1.7284
H  -4.4796  -2.9644  -4.6984
H  -5.3447  -1.6515  -4.2467
H  -6.6346  -3.2756  -2.7914
H  -6.6584  -3.3985  -5.7144
H  -7.6846  -2.3996  -4.7684
H  -7.8316  -5.1853  -4.0713
H  -8.5737  -4.8204  -5.5914
H  -9.6742  -5.3538  -2.6058
H  -10.4863  -5.7943  -4.1016
H  -11.2226  -4.5610  -3.1003
C  -0.9903  -0.9407  -0.7111
O  0.0295  -0.0348  -0.1754
C  1.1183  0.3231  -0.9655
C  2.3909  0.6549  -0.1012
N  2.3143  2.0100  0.3408
C  2.5741  2.2623  1.7487
C  1.4214  1.8430  2.6815
O  0.3998  2.8806  2.6621
C  -0.8406  2.4665  3.1939
H  -1.5007  -0.4786  -1.5562
H  -1.6671  -1.1009  0.1282
H  -0.6290  -1.9479  -0.9184
H  0.8374  1.2370  -1.4889
H  1.5160  -0.3484  -1.7264
H  3.3636  0.3890  -0.5149
H  2.3834  -0.0700  0.7129
H  1.3518  2.2993  0.2403
H  2.7251  3.3362  1.8584
H  3.5724  1.9512  2.0564
H  1.7217  1.7227  3.7224
H  1.0611  0.9554  2.1614
H  -0.6524  2.2846  4.2520
H  -1.1613  1.5709  2.6616
H  -1.6342  3.2100  3.1201
C  0.2485  -4.3229  -3.1148
O  1.1208  -3.5940  -3.9106
C  0.5296  -2.5747  -4.6920
C  -0.7158  -2.9065  -5.5880
N  -0.3198  -3.5742  -6.8099
C  0.2529  -2.7141  -7.8889
C  -0.1591  -3.2188  -9.3832
O  0.1004  -2.1842  -10.4169
C  -0.6139  -2.3561  -11.6678
H  -0.4066  -3.6626  -2.5464
H  0.8860  -4.8812  -2.4293
H  -0.2988  -5.1591  -3.5498
H  1.3843  -2.1794  -5.2410
H  0.3928  -1.7648  -3.9755
H  -1.3631  -2.0719  -5.8574
H  -1.3082  -3.5527  -4.9403
H  0.4606  -4.1587  -6.5465
H  1.3326  -2.6980  -7.7404
H  0.0200  -1.6625  -7.7216
H  -1.2466  -3.2548  -9.3189
H  0.2798  -4.1674  -9.6925
H  -0.1643  -1.8137  -12.4995
H  -1.6546  -2.0350  -11.6237
H  -0.7495  -3.4121  -11.9015
C  -3.4012  2.7382  -0.8151
C  -4.0297  1.4052  -0.9950
O  -5.4491  1.4028  -0.9405
H  -3.1930  3.2615  -1.7484
H  -2.3580  2.5278  -0.5793
H  -3.7078  3.3735  0.0158
H  -3.7539  0.6570  -0.2519
H  -3.7817  0.9605  -1.9588
H  -5.6787  1.8330  -1.7674
C  3.3058  -1.3852  6.1151
C  3.0745  0.0875  5.6107
O  4.0829  0.3148  4.6829
H  4.3479  -1.4802  6.4203
H  3.2081  -2.0928  5.2919
H  2.5846  -1.6600  6.8847
H  3.1122  0.7290  6.4911
H  2.0334  0.0345  5.2922
H  4.3881  1.1932  4.9214
C  5.7590  5.1015  -2.2398
C  5.3772  4.3284  -0.8455
O  4.5479  3.2625  -1.1185
H  6.6152  4.5948  -2.6850
H  6.1080  6.1292  -2.1398
H  4.9984  5.0382  -3.0180
H  4.7786  5.0295  -0.2640
H  6.2336  4.0145  -0.2487
H  4.0308  3.0018  -0.3528
C  6.2756  0.1595  0.6690
C  7.3427  -0.8513  0.2905
O  8.2056  -0.2770  -0.5661
H  6.8034  1.0455  1.0219
H  5.6473  -0.0998  1.5211
H  5.7223  0.5490  -0.1856
H  6.9385  -1.8086  -0.0386
H  7.9259  -1.1528  1.1606
H  8.7356  0.3404  -0.0566
C  3.6074  -0.8679  -3.8314
C  4.0845  -1.8323  -2.7998
O  2.9732  -2.5931  -2.2928
H  3.0571  -1.4552  -4.5665
H  4.4356  -0.3907  -4.3553
H  2.9991  -0.0570  -3.4308
H  4.5955  -1.4679  -1.9086
H  4.7990  -2.4891  -3.2961
H  2.5391  -3.1200  -2.9677

ΔE to the lowest compared entry with this formula, charge and spin of number 5 (C56H149N9O19)? 0.0 kJ/mol

Which formula does entry 3 have? C18H30N4OS6Si2TeW